Record 1
Formula: C5H6O
Source: OMol25
Level of theory: ωB97M-V/def2-TZVPD

## Properties
- HOMO: -0.289 hartree
- Net charge: 0
- SMILES: C=C1C=COC1
- Relative energy (zero: lowest compared OMol25 entry of this formula, charge and spin): 69.6 kcal per mole

XYZ file:
```
12
Properties=species:S:1:pos:R:3:forces:R:3
C 0.9954 -1.4630 0.2803 0.4 -0.2 -0.9
C 0.1447 -0.4838 -0.1485 0.1 -0.3 0.1
C -0.5048 0.1452 0.9982 0.1 -0.4 0.2
O -0.8735 1.4856 0.5700 0.6 0.0 0.3
C -0.6565 1.4902 -0.7742 0.1 -0.2 0.1
C -0.1552 0.3461 -1.3004 -0.2 -0.2 0.1
H 1.1715 -2.4023 -0.2111 0.6 0.1 -0.7
H 0.2170 -0.2843 1.7767 -0.5 2.2 0.5
H 1.7047 -1.1830 1.0625 -0.9 -0.6 0.5
H -1.4361 -0.3334 1.3147 -0.1 -0.1 -0.5
H -0.8509 2.4439 -1.2662 0.1 -0.3 0.2
H 0.2436 0.2389 -2.3019 -0.3 0.0 0.1
```
Forces are in eV/Å.

Atomic partial charges in e from the natural (NBO) method, atoms 1 to 8: C -0.491; C -0.003; C -0.148; O -0.470; C 0.191; C -0.361; H 0.201; H 0.228

Record 2
Formula: C20H43INO6PTa
Source: OMol25
Level of theory: ωB97M-V/def2-TZVPD

## Properties
- HOMO: -0.167 hartree
- Net charge: -1

XYZ file:
```
73
Properties=species:S:1:pos:R:3:forces:R:3
C -0.5108 3.6596 5.8193 -0.4 0.0 0.3
C -0.6157 3.3224 4.1868 -0.2 -1.3 1.5
C 0.1278 1.8536 3.9767 0.9 1.0 0.6
C 0.9324 1.7140 2.5528 0.5 1.0 1.1
C 2.4299 1.1651 2.8966 0.3 0.1 -1.3
Ta -0.2117 0.5967 0.8707 -0.6 1.5 -3.2
C 1.5151 -0.8772 0.4180 0.7 -2.0 0.9
C 2.4270 -0.6288 -0.8792 1.1 -1.6 -0.7
C 2.0900 -1.7682 -2.0564 2.0 0.6 0.0
C 3.1554 -3.0268 -1.7771 -0.4 2.3 1.4
O 2.8849 -4.1822 -2.6469 3.1 0.9 -2.6
C 3.6652 -4.1199 -3.9012 1.4 3.7 -2.0
C 3.8692 -5.5811 -4.6839 -1.2 1.3 1.2
O 4.1629 -3.0109 -4.4603 -3.1 -6.6 4.0
C -2.0885 1.7978 1.5040 -1.4 -0.4 1.5
C -3.4209 1.5529 0.5243 -0.9 2.0 1.4
C -3.4060 2.4474 -0.8461 0.1 -3.4 -5.7
O -3.3389 1.7619 -2.0134 -0.3 4.5 6.6
O -3.5209 3.9137 -0.9263 1.4 -3.4 -0.5
O -1.3605 -0.1822 -0.7694 1.0 -1.3 3.4
C -1.8762 -1.5296 -0.5392 -1.2 -1.0 -2.2
C -2.4371 -2.0508 -2.0285 -0.7 1.8 0.3
C -4.0864 -2.0193 -1.9738 0.0 0.4 0.0
O -1.8648 -3.3507 -2.4168 -1.9 0.3 1.1
P -1.0684 -1.2764 2.5206 -1.0 -0.8 0.4
N -2.6605 -1.2555 2.7643 -0.7 -0.7 -0.5
C 0.5571 2.2289 -0.5927 1.1 -1.3 -1.5
I -0.1081 4.2606 -0.2555 0.4 -0.2 -0.1
C 0.2470 1.8864 -2.2009 2.0 0.1 0.1
C 1.4406 2.6581 -3.0843 -0.2 -1.1 -0.9
H 0.3171 4.4757 6.0484 -1.8 -1.7 -0.4
H -1.5705 4.0083 6.2426 2.4 -0.5 -0.9
H -0.2409 2.6850 6.4536 -0.5 2.1 -1.6
H -0.1262 4.1728 3.5386 -1.1 -1.8 1.2
H -1.7582 3.1525 3.9755 2.3 0.7 0.1
H -0.6307 1.0008 4.2150 1.3 1.6 -0.5
H 0.9569 1.8052 4.8336 -1.7 0.0 -1.7
H 1.0845 2.8375 2.1747 -0.3 -2.3 0.7
H 2.3744 0.0848 3.3418 0.2 2.1 -0.6
H 3.0609 1.9211 3.5628 -1.4 -1.7 -1.1
H 3.0058 1.0722 1.8603 -1.0 0.1 2.2
H 0.9929 -1.9423 0.2535 1.0 2.1 0.3
H 2.2472 -1.0924 1.3376 -1.6 0.5 -1.8
H 2.4474 0.4075 -1.3872 -0.3 -1.6 1.1
H 3.5592 -0.8616 -0.5747 -2.2 0.7 -0.7
H 2.4503 -1.2836 -3.0668 -1.1 -1.2 1.7
H 0.9701 -2.1097 -2.0560 2.2 0.6 -0.1
H 4.2852 -2.6582 -1.8758 -2.6 -0.8 -0.2
H 3.0242 -3.2686 -0.6153 0.1 -0.3 -2.7
H 4.7303 -6.1601 -4.1388 -1.7 1.1 -1.2
H 4.0981 -5.3091 -5.7997 -0.4 -0.7 2.4
H 2.8294 -6.1424 -4.5430 2.4 1.0 -0.5
H -1.9146 2.9364 1.7472 -0.4 -2.2 -0.8
H -2.4415 1.3475 2.5547 0.5 0.8 -2.2
H -3.6593 0.4142 0.3562 0.8 2.6 -0.2
H -4.3322 1.9670 1.1763 1.7 -0.7 -1.5
H -3.0059 4.1502 -1.7725 -1.2 -0.8 1.6
H -1.0948 -2.3329 -0.2102 -1.1 1.6 -0.5
H -2.8275 -1.5905 0.1617 2.2 0.5 -1.0
H -2.1283 -1.2339 -2.8414 -0.3 -2.0 1.9
H -4.4450 -3.0448 -1.5366 0.4 1.8 -0.9
H -4.4785 -1.1593 -1.2448 1.1 -1.9 -1.6
H -4.5797 -1.7637 -3.0286 1.1 -1.0 2.2
H -2.4245 -4.0477 -1.9611 1.0 1.2 -0.8
H -0.7548 -2.5815 1.9295 0.5 0.7 0.8
H -0.4335 -1.1929 3.8238 0.3 -0.5 -0.6
H -3.1327 -2.1417 2.4808 0.7 1.0 0.5
H 1.7438 2.2379 -0.4549 -2.5 0.2 -0.3
H 0.4586 0.7273 -2.3944 -0.9 2.5 0.6
H -0.8273 2.2008 -2.5370 2.1 -0.8 0.8
H 1.0495 3.6049 -3.6492 0.9 -1.6 1.3
H 2.4063 2.8615 -2.4365 -2.1 -0.1 -1.3
H 1.7854 1.8860 -3.9264 -0.7 1.7 1.6
```
Forces are in eV/Å.

Atomic partial charges in e from the Löwdin method, atoms 1 to 8: C -0.166; C -0.243; C -0.285; C -0.499; C -0.210; Ta 1.725; C -0.393; C -0.286

Record 3
Formula: C20H24FN5O2S
Source: OMol25
Level of theory: ωB97M-V/def2-TZVPD

## Properties
- HOMO: -0.285 hartree
- Net charge: 0
- SMILES: CCN(CC)C(=O)CSc1nnc(CNc2ccc(F)cc2)n1Cc1ccco1
- Relative energy (zero: lowest compared OMol25 entry of this formula, charge and spin): 0.0 kcal per mole

XYZ file:
```
53
Properties=species:S:1:pos:R:3:forces:R:3
C 0.7311 -5.5371 1.8460 -0.2 0.2 -0.1
H 0.1905 -6.3284 1.3339 0.0 -0.2 0.0
H 1.7978 -5.7067 1.7214 0.1 0.0 0.0
H 0.5012 -5.5910 2.9079 0.0 -0.1 0.1
C 0.3194 -4.1793 1.2804 0.2 -0.5 -0.2
N 0.9845 -3.0850 1.9607 0.0 0.0 0.2
C 2.2247 -2.6327 1.7078 -0.1 -0.4 0.0
O 2.7046 -1.6851 2.3094 0.3 0.3 0.2
C 3.0444 -3.3179 0.6223 0.0 0.4 -0.2
H 2.5430 -4.1183 0.0901 0.0 0.0 0.1
H 3.9867 -3.6650 1.0457 -0.1 0.0 0.0
S 3.5157 -2.0341 -0.5871 0.3 -0.3 -0.1
C 1.9120 -1.4276 -0.8818 0.1 0.1 -0.1
N 0.8301 -2.1471 -0.9917 0.8 -0.5 -0.1
N -0.2028 -1.3041 -1.1497 -0.9 0.7 -0.1
C 0.2588 -0.0845 -1.1461 0.2 0.0 0.0
N 1.6155 -0.0970 -0.9837 -0.5 -0.7 -0.2
C 2.5103 1.0245 -0.8223 0.0 0.5 0.2
C 2.1655 1.7931 0.4118 0.3 -0.5 0.5
C 2.2181 1.4439 1.7288 0.1 0.1 -0.6
C 1.7184 2.5595 2.4459 -0.2 0.4 -0.3
C 1.4006 3.4965 1.5138 -0.1 -0.1 0.8
O 1.6606 3.0425 0.2749 0.0 0.1 -0.5
H 0.9996 4.4870 1.5963 -0.1 0.1 -0.1
H 1.6154 2.6450 3.5076 0.0 0.1 0.2
H 2.5682 0.5143 2.1322 0.1 -0.3 0.0
H 2.4381 1.6820 -1.6942 0.1 -0.1 0.1
H 3.5240 0.6188 -0.7538 -0.2 0.1 0.0
C -0.5635 1.1444 -1.2752 -0.3 0.3 0.0
N -1.8596 0.7968 -1.7955 0.4 -0.6 0.0
C -2.9435 1.6338 -1.7018 -0.2 0.3 0.0
C -2.8057 3.0022 -1.4513 0.1 -0.3 0.0
C -3.9139 3.8278 -1.4204 -0.5 0.0 0.0
C -5.1654 3.2884 -1.6431 0.1 0.0 0.0
C -5.3348 1.9386 -1.8973 0.0 0.3 0.1
C -4.2266 1.1193 -1.9228 0.1 0.1 0.0
H -4.3412 0.0635 -2.1179 0.0 -0.1 0.0
H -6.3243 1.5448 -2.0674 -0.1 0.0 0.0
F -6.2524 4.0983 -1.6114 0.0 0.0 0.0
H -3.8122 4.8841 -1.2267 0.0 0.1 0.0
H -1.8301 3.4304 -1.2859 0.1 0.0 0.0
H -2.0483 -0.1952 -1.7801 0.0 0.0 0.0
H -0.0585 1.8553 -1.9456 0.0 0.0 0.2
H -0.6419 1.6231 -0.2835 0.1 0.0 -0.1
C 0.2156 -2.3781 2.9736 0.0 0.3 0.2
C -0.5856 -1.2318 2.3624 0.1 -0.2 0.1
H -1.2301 -0.7838 3.1137 -0.1 0.1 0.1
H 0.0920 -0.4686 1.9867 0.1 0.1 -0.1
H -1.1968 -1.5875 1.5354 -0.1 0.0 -0.1
H -0.4473 -3.0944 3.4632 0.1 0.0 0.0
H 0.9177 -1.9816 3.7108 -0.2 -0.1 0.0
H -0.7541 -4.0394 1.4200 0.0 0.1 -0.1
H 0.5069 -4.1182 0.2064 -0.1 0.0 0.2
```
Forces are in eV/Å.

Atomic partial charges in e from the natural (NBO) method, atoms 1 to 8: C -0.614; H 0.215; H 0.201; H 0.207; C -0.227; N -0.430; C 0.680; O -0.669

Record 4
Formula: C28H42Cl3HfN6O3PS
Source: OMol25
Level of theory: ωB97M-V/def2-TZVPD

## Properties
- HOMO (spin up / spin down): -0.578 / -0.587 hartree
- Net charge: +4

XYZ file:
```
85
Properties=species:S:1:pos:R:3:forces:R:3
Hf -1.1598 0.9331 0.5051 0.3 1.2 -1.7
N 0.7092 1.5314 1.5545 -1.5 0.2 0.5
C 0.9435 3.0094 1.3751 -0.2 0.4 -0.6
C 2.4339 3.3401 1.3131 0.2 0.9 0.5
C 3.2835 3.0090 0.0860 -0.5 -0.2 -0.8
C 3.3539 4.0151 -1.1138 0.3 0.4 0.4
N 3.0932 5.3851 -0.6199 -0.6 -1.3 -0.3
C 3.7513 6.5071 -0.9055 0.6 2.0 -0.1
N 3.1889 7.6623 -0.4967 0.3 0.2 -0.2
N 4.9354 6.5757 -1.5526 -0.1 -0.2 0.6
C 0.2428 3.5202 0.1327 -0.8 1.4 -1.5
O 0.3586 4.6835 -0.1887 -0.5 -2.6 0.3
O -0.5837 2.5817 -0.5521 0.5 -0.7 2.1
H 0.6083 1.3006 2.5450 0.6 0.2 0.3
H 1.5387 1.0831 1.2216 0.8 -0.8 -0.3
H 0.4273 3.5512 2.1818 0.4 -0.2 0.1
H 2.8711 2.8440 2.1657 0.3 -0.1 0.4
H 2.5123 4.4116 1.5255 0.1 -0.2 0.2
H 2.9680 2.0478 -0.3213 0.1 -0.3 -0.2
H 4.2949 2.8583 0.4240 0.3 -0.1 0.3
H 2.6407 3.7472 -1.9294 0.6 0.4 0.5
H 4.3983 3.9796 -1.4903 -0.9 -0.2 0.0
H 2.1336 5.4411 -0.2497 0.8 0.7 -0.5
H 2.3054 7.6210 0.0039 0.4 0.3 -0.3
H 3.5705 8.5967 -0.7425 -0.4 -1.2 0.3
H 5.4533 5.7308 -1.7393 -0.1 0.0 -0.1
H 5.5506 7.4063 -1.5003 -1.0 -0.6 0.0
C -5.0913 -0.5720 0.1642 0.2 -0.7 0.4
C -5.1341 0.9488 0.3492 0.2 -0.5 -1.1
P -3.6257 1.5872 1.2474 -3.3 2.0 1.3
C -4.0583 1.3484 3.0771 1.1 -1.3 -0.2
C -5.3674 1.8277 3.6951 -1.2 -0.4 -0.7
C -3.9077 3.4542 1.0574 1.3 0.1 -0.6
C -5.3327 3.9301 0.7627 -0.8 -0.3 -0.6
H -6.0804 -1.0530 0.2124 0.3 0.4 -0.1
H -4.5066 -1.0384 0.9827 -0.3 0.0 -0.3
H -4.6337 -0.8751 -0.7876 -0.2 0.2 0.2
H -6.0466 1.2434 0.9148 0.9 0.1 -0.1
H -5.1601 1.4518 -0.6479 -0.1 -0.2 0.8
H -3.2344 1.7772 3.6275 0.5 0.4 0.2
H -3.9091 0.2672 3.2264 -0.3 0.1 0.1
H -5.5829 2.8789 3.4658 0.1 -0.3 0.2
H -5.3282 1.7017 4.7870 0.2 0.1 -0.4
H -6.2351 1.1974 3.3626 0.7 0.6 0.2
H -3.1942 3.8135 0.2772 -0.6 -0.1 0.4
H -3.5549 3.8971 1.9859 0.1 -0.1 0.3
H -5.6130 3.7628 -0.3019 0.2 0.1 0.8
H -5.3866 5.0099 0.9328 0.2 -0.1 0.0
H -6.1193 3.4878 1.4078 0.6 0.2 -0.4
Cl 6.2610 -0.9414 0.1525 0.1 0.0 -0.1
C 4.9612 -2.0202 -0.1073 -1.9 -1.7 -0.1
C 4.0159 -1.8243 -1.1343 0.4 0.3 -0.1
C 2.9056 -2.6784 -1.3113 1.1 0.7 1.0
C 2.7052 -3.7412 -0.4324 0.1 -0.1 -0.1
C 1.4755 -4.5843 -0.6906 0.5 -0.2 -0.2
C 0.4450 -4.4236 0.4779 0.1 -1.0 -0.9
N -0.4228 -3.2619 0.2165 0.0 1.5 0.6
C -1.5440 -3.2192 -0.5851 -0.3 -0.5 -0.3
C -1.9395 -1.9340 -0.6570 -0.1 -0.5 -0.7
N -1.0620 -1.1386 0.0587 -0.3 0.6 0.5
C -0.1956 -1.9999 0.6205 0.6 -1.7 -0.5
O 1.8163 -5.9459 -0.8889 -0.7 0.7 0.7
C 1.7987 -6.3913 -2.2561 0.1 0.0 -0.4
C 0.4049 -6.6532 -2.7490 -0.5 0.5 -0.6
C -0.3290 -5.8848 -3.6696 0.5 -0.9 1.7
Cl 0.2501 -4.6110 -4.6445 0.0 0.3 0.1
S -1.9870 -6.3591 -3.6878 0.3 0.1 -0.9
C -1.6713 -7.6682 -2.6616 -0.4 -0.7 0.5
C -0.3844 -7.7217 -2.2244 -0.3 0.8 0.3
C 3.6733 -4.0082 0.5801 0.2 1.1 -1.1
Cl 3.6278 -5.3599 1.6168 -0.5 -0.4 0.2
C 4.7787 -3.1673 0.7207 0.7 0.8 -0.1
H 4.1925 -1.0192 -1.8504 -0.1 -0.2 0.2
H 2.2101 -2.4729 -2.1266 0.2 -0.2 0.1
H 0.9899 -4.1839 -1.6039 0.1 -0.2 0.3
H 0.9050 -4.3224 1.4519 0.1 0.0 0.1
H -0.1401 -5.3397 0.4255 -0.4 0.1 0.3
H -2.0073 -4.0915 -1.0519 0.4 0.2 0.2
H -2.7642 -1.5555 -1.2021 -0.4 0.3 -0.4
H 0.5876 -1.7420 1.2857 0.7 0.1 0.4
H 2.3855 -7.3041 -2.2233 0.0 -0.1 -0.1
H 2.3255 -5.6706 -2.8857 0.0 0.0 0.0
H -2.4666 -8.3746 -2.4291 0.2 0.3 0.0
H -0.0723 -8.3916 -1.4326 0.2 -0.2 -0.3
H 5.5494 -3.4144 1.4687 -0.5 0.2 -0.4
```
Forces are in eV/Å.

Atomic partial charges in e from the Löwdin method, atoms 1 to 8: Hf 1.860; N -0.003; C -0.242; C -0.127; C -0.128; C -0.103; N 0.064; C -0.393

Record 5
Formula: C4H4S
Source: OMol25
Level of theory: ωB97M-V/def2-TZVPD

## Properties
- HOMO: -0.314 hartree
- Net charge: 0
- SMILES: C#C/C=C\S
- Relative energy (zero: lowest compared OMol25 entry of this formula, charge and spin): 79.3 kcal per mole

XYZ file:
```
9
Properties=species:S:1:pos:R:3:forces:R:3
C -0.9156 -0.5554 -0.4780 -1.1 -0.6 0.3
C -0.3172 0.5507 0.3129 1.1 0.7 -1.1
C 0.9627 0.9533 0.7491 -3.1 -2.0 -1.8
C -1.7607 -1.2483 -1.0802 3.6 1.9 1.7
S 2.4516 -0.0234 0.7351 -1.7 0.5 0.0
H 1.5619 -0.9583 0.3790 0.8 -0.9 -0.1
H -1.0933 1.3323 0.1905 0.8 0.0 0.8
H 0.9683 1.9850 0.9563 0.5 1.0 0.7
H -1.8576 -2.0358 -1.7648 -0.9 -0.6 -0.6
```
Forces are in eV/Å.

Atomic partial charges in e from the natural (NBO) method, atoms 1 to 8: C -0.035; C -0.332; C -0.298; C -0.235; S 0.059; H 0.145; H 0.242; H 0.222

Number 1: energy -7326.2646 eV. Number 2: energy -54141.1300 eV. Number 3: energy -46227.5334 eV. Number 4: energy -103761.4919 eV. Number 5: energy -15044.2404 eV.